No. 1
# C9H20Si

A 2-piece molecular cluster, C9H20Si overall (ωB97M-V/def2-TZVPD, OMol25).

```
! wB97M-V def2-TZVPD RIJCOSX def2/J DEFGRID3
* xyz 0 1
C -0.092 1.094 3.199
C -0.314 1.881 2.170
C 0.327 -2.823 -2.077
C 0.107 -1.890 0.970
C -1.874 -1.141 -0.329
C 2.049 1.957 -0.043
C -0.623 2.965 -0.900
C 0.436 -1.450 -1.492
C -0.359 -1.145 -0.219
Si 0.161 1.603 0.311
H -0.372 1.493 4.189
H 0.242 0.051 3.298
H -0.742 2.887 2.385
H -0.735 -3.054 -2.329
H 0.983 -2.872 -3.019
H 0.566 -3.747 -1.306
H -0.442 -2.792 1.025
H 1.092 -2.007 0.958
H -0.030 -1.411 1.965
H -2.268 -0.711 -1.208
H -2.191 -2.142 -0.608
H -2.196 -0.759 0.602
H 2.731 1.333 0.426
H 2.187 1.728 -1.077
H 2.085 3.058 0.103
H 0.070 3.788 -1.035
H -0.885 2.623 -1.878
H -1.432 3.360 -0.390
H 1.488 -1.097 -1.453
H 0.030 -0.781 -2.240
*
```

The calculated total energy is -17531.0975 eV. The calculation puts the energy relative to the best compared isomer or geometry (same formula, charge and spin) at 97.3 kcal/mol. For the HOMO energy, the calculation gives -7.154 eV.

Atom charges from the Mulliken analysis, given in e for atoms 1 to 8: -0.6176, -0.2352, -1.1200, -1.7471, -1.8957, -1.1472, -1.2883, -0.8416



No. 2
# C24H39AsF6GaN9O2P2

C24H39AsF6GaN9O2P2 as an isolated structure (ωB97M-V/def2-TZVPD, OMol25).

```
! wB97M-V def2-TZVPD RIJCOSX def2/J DEFGRID3
* xyz 3 2
Ga -1.984 1.039 -0.421
C -0.958 -1.727 1.382
P -0.413 -0.016 1.146
C 1.293 -0.031 0.461
N 1.852 1.151 0.588
C 3.092 1.368 0.102
C 3.719 2.621 0.283
C 4.960 2.824 -0.245
C 5.625 1.803 -0.977
C 5.048 0.581 -1.163
C 3.769 0.340 -0.612
N 3.189 -0.872 -0.727
C 2.007 -1.077 -0.192
P 1.670 -2.864 -0.276
C 1.940 -3.428 -1.957
C 2.600 -3.814 0.988
C 1.869 -5.148 1.199
C 4.013 -4.052 0.416
C 2.669 -3.002 2.282
C -0.326 0.783 2.820
C 0.879 0.204 3.567
C -0.220 2.305 2.701
C -1.633 0.427 3.545
H -0.284 -2.251 2.061
H -1.024 -2.259 0.434
H -1.957 -1.711 1.814
H 3.206 3.387 0.850
H 5.458 3.774 -0.104
H 6.610 2.001 -1.379
H 5.546 -0.214 -1.701
H 2.947 -3.135 -2.263
H 1.212 -2.964 -2.622
H 1.841 -4.512 -1.998
H 1.729 -5.699 0.268
H 0.899 -5.011 1.678
H 2.481 -5.771 1.853
H 4.002 -4.739 -0.429
H 4.608 -4.513 1.207
H 4.504 -3.124 0.124
H 1.680 -2.767 2.681
H 3.237 -2.078 2.157
H 3.182 -3.605 3.033
H 1.826 0.543 3.146
H 0.865 -0.888 3.597
H 0.832 0.546 4.602
H 0.709 2.614 2.227
H -0.244 2.724 3.708
H -1.072 2.731 2.167
H -1.716 -0.635 3.774
H -2.520 0.742 2.992
H -1.639 0.963 4.496
N -3.895 -0.415 -2.598
N -4.793 0.634 -2.856
C -4.713 1.787 -2.189
N -5.677 2.670 -2.319
N -3.587 1.984 -1.431
N -3.574 2.973 -0.515
O -4.297 3.911 -0.447
O -2.617 2.773 0.316
H -3.810 -0.944 -3.460
H -4.296 -1.032 -1.890
H -5.692 0.401 -3.257
H -6.520 2.444 -2.828
H -5.643 3.553 -1.833
F -3.214 -0.211 0.222
As -5.117 -0.580 1.101
F -5.052 -1.847 -0.054
F -5.678 0.438 -0.182
F -6.612 -0.894 1.764
F -4.710 0.842 1.948
F -4.166 -1.504 2.166
N -0.995 0.403 -3.444
C -0.355 1.496 -2.937
C 0.588 2.213 -3.685
C 1.238 3.275 -3.110
C 0.970 3.619 -1.777
C 0.057 2.877 -1.091
N -0.612 1.832 -1.660
H -0.929 0.266 -4.440
H -1.890 0.147 -3.042
H 0.773 1.928 -4.712
H 1.953 3.846 -3.688
H 1.462 4.451 -1.295
H -0.179 3.100 -0.059
*
```

The calculated total energy is -191101.1822 eV. The calculation puts the energy relative to the best compared isomer or geometry (same formula, charge and spin) at 0.0 kcal/mol. For the HOMO energy (alpha / beta), the calculation gives -16.828 / -16.837 eV.

Atom charges from the Mulliken analysis, given in e for atoms 1 to 8: 0.9943, -1.5033, 0.5740, -0.2593, 0.6753, 0.0808, -0.6902, -0.7647



No. 3
# C23H29F6I2N2NiO5P

C23H29F6I2N2NiO5P as an isolated structure (ωB97M-V/def2-TZVPD, OMol25).

```
! wB97M-V def2-TZVPD RIJCOSX def2/J DEFGRID3
* xyz 0 3
Ni 0.643 -0.257 -0.084
I 2.769 -7.522 0.064
C 2.375 -5.511 0.401
C 2.231 -5.034 1.702
C 1.953 -3.696 1.908
I 1.713 -3.019 3.858
C 1.809 -2.767 0.854
O 1.551 -1.523 1.105
C 1.955 -3.288 -0.458
C 1.921 -2.432 -1.706
N 0.844 -1.421 -1.760
C -0.487 -1.996 -2.042
C -1.133 -2.442 -0.759
C -1.840 -3.626 -0.627
C -2.373 -3.937 0.612
C -2.173 -3.067 1.672
C -1.452 -1.909 1.453
N -0.959 -1.597 0.255
C 2.236 -4.639 -0.660
H 2.327 -5.705 2.543
H 1.796 -3.100 -2.565
H 2.866 -1.903 -1.859
H 1.058 -0.757 -2.497
H -0.420 -2.830 -2.747
H -1.096 -1.211 -2.497
H -1.942 -4.294 -1.471
H -2.920 -4.859 0.756
H -2.550 -3.282 2.662
H -1.239 -1.215 2.253
H 2.342 -5.004 -1.675
C -1.115 3.467 0.294
C -1.359 2.170 -0.479
O -0.245 1.391 -0.464
C -2.577 1.452 0.144
F -2.953 0.365 -0.550
F -3.662 2.236 0.262
F -2.261 1.041 1.391
C -1.672 2.508 -1.957
F -0.698 3.283 -2.473
F -2.831 3.172 -2.119
F -1.734 1.408 -2.729
H -0.912 3.210 1.332
H -1.957 4.159 0.254
H -0.231 3.946 -0.121
C 4.666 -0.650 1.937
C 4.508 -0.479 0.447
O 4.074 0.856 0.092
P 2.524 1.266 0.174
O 2.575 2.657 -0.620
C 2.314 2.651 -2.035
C 3.559 2.357 -2.839
O 2.269 1.772 1.660
C 2.693 3.037 2.215
C 4.135 2.997 2.662
H 5.028 -1.659 2.144
H 3.712 -0.531 2.451
H 5.382 0.065 2.342
H 3.796 -1.202 0.054
H 5.456 -0.611 -0.075
H 1.921 3.641 -2.260
H 1.509 1.938 -2.230
H 4.370 3.029 -2.556
H 3.348 2.505 -3.900
H 3.906 1.333 -2.698
H 2.022 3.205 3.056
H 2.517 3.818 1.475
H 4.287 2.217 3.408
H 4.402 3.957 3.108
H 4.806 2.810 1.825
*
```

The calculated total energy is -120381.8492 eV. The calculation puts the energy relative to the best compared isomer or geometry (same formula, charge and spin) at 0.0 kcal/mol. For the HOMO energy (alpha / beta), the calculation gives -7.628 / -7.594 eV.

Atom charges from the Mulliken analysis, given in e for atoms 1 to 8: 0.9157, 0.0454, -0.6576, -0.0974, -0.2874, -0.0416, 0.2500, -0.6306



No. 4
# C3H6N2

A 2-piece molecular cluster, C3H6N2 overall (ωB97M-V/def2-TZVPD, OMol25).

```
! wB97M-V def2-TZVPD RIJCOSX def2/J DEFGRID3
* xyz 0 1
C -3.511 -0.250 -0.126
C -2.600 0.535 -0.115
C 2.013 0.403 -0.040
H -4.330 -0.941 -0.173
H -1.758 1.217 -0.071
H 0.867 -1.282 0.161
H 0.197 0.175 0.764
H 1.856 1.474 0.009
H 3.258 -1.046 -0.265
N 0.799 -0.271 0.076
N 3.210 -0.014 -0.219
*
```

The calculated total energy is -6185.8517 eV. The calculation puts the energy relative to the best compared isomer or geometry (same formula, charge and spin) at 62.1 kcal/mol. The SMILES is [H]/N=C\N.C#C. For the HOMO energy, the calculation gives -9.681 eV.

Atom charges from the Mulliken analysis, given in e for atoms 1 to 8: -0.3128, -0.4119, 0.0713, 0.3678, 0.3614, 0.2087, 0.2109, 0.2968



No. 5
# C16H10F7NO

A 2-piece molecular cluster, C16H10F7NO overall (ωB97M-V/def2-TZVPD, OMol25).

```
! wB97M-V def2-TZVPD RIJCOSX def2/J DEFGRID3
* xyz 0 1
C -1.422 2.141 -1.444
N -0.119 1.739 -0.988
C 0.808 1.407 -1.859
C 2.204 2.049 -1.517
F 2.527 2.938 -2.504
F 2.252 2.706 -0.330
F 3.170 1.088 -1.489
O 0.768 0.659 -2.847
H -1.503 3.246 -1.468
H -1.691 1.757 -2.447
H -2.152 1.780 -0.709
F 3.599 -2.593 0.210
C 2.322 -2.612 -0.306
C 2.082 -3.421 -1.416
C 0.778 -3.399 -1.922
F 0.476 -4.243 -2.968
C -0.205 -2.570 -1.422
C 0.073 -1.694 -0.321
C -0.951 -0.786 0.050
C -1.107 -0.003 1.227
C -2.445 0.379 1.573
C -2.682 1.116 2.715
F -3.974 1.507 3.002
C -1.663 1.519 3.582
C -0.364 1.188 3.202
F 0.671 1.624 4.004
C -0.053 0.483 2.046
C 1.358 -1.806 0.286
H 2.853 -4.055 -1.841
H -1.203 -2.558 -1.863
H -1.847 -0.853 -0.579
H -3.267 0.081 0.917
H -1.872 2.078 4.490
H 0.984 0.366 1.743
H 1.590 -1.257 1.192
*
```

The calculated total energy is -39310.8074 eV. The calculation puts the energy relative to the best compared isomer or geometry (same formula, charge and spin) at 23.4 kcal/mol. For the HOMO energy, the calculation gives -8.015 eV.

Atom charges from the Mulliken analysis, given in e for atoms 1 to 8: -0.7972, -0.1036, 0.3032, 0.7295, -0.2748, -0.2513, -0.2612, -0.6272



No. 6
# C4H2IN

One molecule with the formula C4H2IN (ωB97M-V/def2-TZVPD, OMol25).

```
! wB97M-V def2-TZVPD RIJCOSX def2/J DEFGRID3
* xyz 0 1
C -0.116 -1.605 -0.921
C -0.020 -0.357 -0.335
C 0.125 0.966 -0.281
C -0.009 0.310 1.015
N -0.203 -2.712 -1.248
I 0.496 2.819 -1.173
H -1.080 0.401 1.335
H 0.807 0.179 1.608
*
```

The calculated total energy is -13767.5217 eV. The calculation puts the energy relative to the best compared isomer or geometry (same formula, charge and spin) at 0.0 kcal/mol. The SMILES is N#CC1=C(I)C1. For the HOMO energy, the calculation gives -9.518 eV.

Taken from the Mulliken analysis, the atomic charges in e are: 0.3366, 0.6625, -0.7784, -0.4195, -0.4426, 0.1834, 0.1812, 0.2769



no.,largest force on an atom (eV Å⁻¹)
1,4.46
2,0.63
3,0.47
4,1.10
5,1.79
6,4.40